{"formula": "C49H44AlCl2N4OP2Se", "method": "the ωB97M-V functional and the def2-TZVPD basis", "species": ["Al", "C", "C", "C", "C", "C", "C", "C", "C", "P", "C", "C", "C", "C", "C", "C", "C", "C", "C", "C", "C", "C", "C", "O", "C", "C", "C", "C", "C", "C", "P", "C", "C", "C", "C", "C", "C", "C", "C", "C", "C", "C", "C", "H", "H", "H", "H", "H", "H", "H", "H", "H", "H", "H", "H", "H", "H", "H", "H", "H", "H", "H", "H", "H", "H", "H", "H", "H", "H", "H", "H", "H", "H", "H", "H", "Cl", "C", "Cl", "H", "H", "C", "N", "C", "C", "N", "H", "H", "H", "H", "H", "H", "Se", "N", "C", "C", "C", "C", "C", "C", "N", "H", "H", "H", "H"], "positions_angstrom": [[0.36705, 0.50593, -0.30114], [-1.09409, -6.00320, 1.49077], [-0.91162, -4.50045, 1.73469], [-1.19102, -4.18595, 3.21855], [-1.87610, -3.68168, 0.89196], [-3.16361, -4.12661, 0.59841], [-4.08242, -3.34396, -0.08568], [-3.73269, -2.06337, -0.46450], [-2.45464, -1.58197, -0.17958], [-2.07513, 0.12962, -0.51372], [-2.76023, 0.46122, -2.14528], [-3.59435, 1.53796, -2.43354], [-4.06693, 1.71276, -3.72722], [-3.71850, 0.81602, -4.72801], [-2.90803, -0.27411, -4.43578], [-2.43260, -0.45475, -3.14724], [-2.93544, 1.10192, 0.76133], [-3.51505, 0.45036, 1.85151], [-4.14267, 1.18118, 2.85228], [-4.18843, 2.56614, 2.78561], [-3.59658, 3.22268, 1.71207], [-2.97169, 2.49742, 0.71021], [-1.53883, -2.40498, 0.46530], [-0.26376, -1.87279, 0.67480], [0.76209, -2.78996, 0.90580], [2.05862, -2.35118, 0.65276], [3.13684, -3.19059, 0.94153], [2.91016, -4.45750, 1.43829], [1.60709, -4.87750, 1.65838], [0.50715, -4.06040, 1.40640], [2.42869, -0.72793, 0.00850], [3.23301, -0.93449, -1.60077], [3.14280, -2.13348, -2.30788], [3.71817, -2.23504, -3.56881], [4.39493, -1.15342, -4.11699], [4.49026, 0.04238, -3.41257], [3.89636, 0.16104, -2.16830], [3.63105, -0.01800, 1.15233], [4.99923, -0.10720, 0.88936], [5.91503, 0.34836, 1.82724], [5.47503, 0.87940, 3.03028], [4.11559, 0.93942, 3.30876], [3.19692, 0.48699, 2.37803], [-2.10185, -6.31994, 1.75207], [-0.43322, -6.58574, 2.12902], [-0.90216, -6.27018, 0.45095], [-2.20948, -4.47559, 3.48187], [-1.07079, -3.11937, 3.42573], [-0.50005, -4.73747, 3.85803], [-3.46541, -5.11507, 0.91341], [-5.06777, -3.73117, -0.30562], [-4.44591, -1.43014, -0.97889], [-3.90453, 2.22811, -1.65930], [-4.72678, 2.54240, -3.94749], [-4.10118, 0.94961, -5.73152], [-2.66270, -0.99080, -5.20962], [-1.84827, -1.33834, -2.91432], [-3.51095, -0.62991, 1.91672], [-4.61714, 0.65961, 3.67434], [-4.70345, 3.13181, 3.55214], [-3.64355, 4.30242, 1.64300], [-2.53771, 3.03079, -0.12765], [4.15111, -2.84677, 0.77536], [3.73880, -5.11571, 1.66149], [1.44513, -5.86913, 2.05559], [2.63773, -2.99083, -1.87744], [3.65860, -3.16991, -4.11091], [4.85543, -1.24221, -5.09307], [5.02313, 0.88363, -3.83773], [3.96287, 1.09830, -1.62901], [5.36111, -0.54176, -0.03038], [6.97482, 0.27562, 1.62045], [6.19194, 1.22971, 3.76172], [3.77639, 1.32580, 4.26090], [2.14127, 0.51057, 2.61874], [3.00409, 3.39200, -2.96942], [2.83260, 4.17893, -1.40928], [2.37053, 3.01810, -0.10394], [2.04958, 4.92409, -1.45161], [3.78040, 4.60116, -1.10444], [-0.29072, 3.80675, 3.75933], [-0.44121, 2.35956, 3.49048], [-0.90863, 1.48391, 4.58501], [-0.10837, 1.87552, 2.35688], [0.19484, 1.43741, 1.32283], [0.48344, 3.95690, 4.50893], [-1.24315, 4.18748, 4.12228], [-0.02066, 4.32075, 2.84034], [-0.16895, 1.48099, 5.38434], [-1.05395, 0.47560, 4.20492], [-1.85705, 1.87013, 4.95216], [0.98447, 0.25965, -3.58091], [0.52196, 1.20220, -2.08931], [-0.08576, 2.33161, -2.49189], [-0.54032, 3.37742, -1.65672], [-1.12168, 4.46371, -2.24539], [-1.28639, 4.57800, -3.65885], [-0.84268, 3.60205, -4.49035], [-0.22367, 2.45084, -3.91880], [0.25652, 1.44638, -4.62852], [-0.38060, 3.34412, -0.58669], [-1.45882, 5.28689, -1.62604], [-1.75608, 5.46794, -4.05459], [-0.92686, 3.66127, -5.56751]], "mulliken_charge": [-1.53, -2.27, 1.67, -1.63, 0.80, 0.03, -1.47, -0.70, -0.28, 3.13, 0.40, -0.55, -0.75, -0.71, -0.76, -0.86, 0.31, -0.79, -1.01, -0.78, -1.24, 0.11, -0.70, 0.52, -0.84, -0.44, -0.32, -1.57, -0.14, 0.80, 2.63, -0.67, -0.69, -0.81, -0.73, -0.88, -0.10, 0.81, -0.34, -0.84, -0.72, -0.82, -0.54, 0.53, 0.53, 0.43, 0.41, 0.28, 0.43, 0.36, 0.48, 0.65, 0.43, 0.51, 0.47, 0.49, 0.59, 0.35, 0.51, 0.48, 0.53, 0.15, 0.60, 0.47, 0.38, 0.40, 0.49, 0.45, 0.49, 0.78, 0.47, 0.48, 0.45, 0.48, 0.31, -0.06, -0.58, 0.09, 0.37, 0.51, -0.91, 0.34, -0.85, 0.70, 0.46, 0.34, 0.34, 0.31, 0.35, 0.20, 0.37, 0.43, 1.43, 1.04, -0.93, -0.75, -1.01, -0.70, 0.01, -0.72, 1.01, 0.54, 0.49, 0.61], "relative_energy_ev": 0.000, "e_lumo_ev": -8.7837, "homo_ev": -15.810, "total_charge": 3}

***

{"formula": "H12O6", "method": "the ωB97M-V functional and the def2-TZVPD basis", "species": ["O", "H", "H", "O", "H", "H", "O", "H", "H", "O", "H", "H", "O", "H", "H", "O", "H", "H"], "positions_angstrom": [[0.92612, 1.15603, -2.20519], [1.51438, 1.46613, -1.52363], [0.36125, 0.61357, -1.67387], [-0.06325, -2.45957, -1.82035], [-0.22241, -3.41585, -1.94602], [0.21580, -2.18409, -2.70679], [1.88850, -1.02901, 0.97874], [1.09034, -0.76306, 0.50379], [1.79854, -1.97201, 0.99574], [-0.42702, -0.02611, -0.21881], [-0.77177, -0.94170, -0.44493], [-1.07030, 0.20506, 0.43500], [-1.85917, -0.11289, 2.18880], [-1.43791, -0.95341, 2.22600], [-1.54150, 0.26018, 3.00357], [-0.07906, 3.18157, 0.43059], [-0.57171, 2.93222, 1.23934], [0.24916, 4.04293, 0.53803]], "mulliken_charge": [-0.64, 0.27, 0.43, -0.59, 0.29, 0.30, -0.65, 0.42, 0.29, -0.73, 0.33, 0.28, -0.66, 0.32, 0.32, -0.57, 0.30, 0.28], "smiles": "O.O.O.O.O.O", "relative_energy_ev": 1.467, "e_lumo_ev": 0.2030, "homo_ev": -10.173}

***

Results for HOMO-LUMO gap: 7.0 10.4 (in eV, following the order of the records).